1.
DFT (ωB97M-V with the def2-TZVPD basis set) results for a structure of composition C20H43LiN2O3.

XYZ file:
```
69
Properties=species:S:1:pos:R:3:forces:R:3
Li 26.846 -8.188 -4.832 0.0 0.4 -0.3
C 25.746 -7.059 -8.194 0.1 -0.1 1.3
C 25.741 -8.433 -7.365 0.9 1.6 -0.5
C 25.348 -9.477 -8.361 -1.9 -2.3 2.0
C 25.752 -10.929 -8.026 1.5 3.3 2.1
C 27.257 -10.911 -7.858 -0.4 -2.2 0.5
C 27.719 -10.086 -6.687 1.0 1.4 -2.1
N 27.073 -8.745 -6.854 -3.8 -6.0 -2.7
O 27.677 -7.770 -6.374 4.0 6.8 4.2
C 29.219 -9.864 -6.883 1.2 -1.2 1.1
C 27.492 -10.737 -5.358 -1.9 1.1 0.3
C 24.658 -8.164 -6.242 0.2 -3.6 -1.0
H 24.929 -7.071 -8.941 0.1 0.1 0.6
H 26.673 -6.931 -8.736 0.3 -0.1 0.0
H 25.653 -6.211 -7.456 0.0 -0.7 -1.0
H 25.620 -9.296 -9.330 1.8 0.9 -2.3
H 24.292 -9.542 -8.565 -1.1 0.4 0.6
H 25.464 -11.464 -8.812 -1.0 -2.5 -3.4
H 25.188 -11.317 -7.204 -0.1 -0.2 1.0
H 27.729 -10.627 -8.759 0.2 1.4 -1.1
H 27.703 -11.910 -7.864 -0.3 -0.5 0.9
H 29.850 -10.710 -6.545 -0.7 -0.3 0.3
H 29.642 -9.048 -6.318 -0.3 0.6 -0.1
H 29.521 -9.839 -7.897 0.0 0.8 -1.2
H 27.564 -11.771 -5.347 -0.4 -2.4 -0.7
H 26.480 -10.421 -5.058 0.2 -0.6 0.4
H 28.187 -10.569 -4.586 0.9 1.3 0.8
H 23.814 -7.971 -6.931 -0.3 0.5 1.4
H 24.915 -7.466 -5.436 -0.2 0.3 -0.7
H 24.518 -9.223 -5.772 -0.3 1.8 -0.5
C 24.979 -9.458 -2.713 -3.2 -0.6 3.9
C 24.964 -7.962 -2.491 1.1 -2.5 -1.4
O 26.278 -7.707 -2.973 0.0 1.8 -0.7
H 25.747 -9.957 -2.127 0.6 0.3 -0.5
H 24.925 -9.698 -3.698 0.3 -0.9 -2.8
H 24.061 -9.905 -2.243 0.3 0.2 -0.5
H 24.809 -7.864 -1.451 0.2 1.1 1.2
H 24.230 -7.450 -3.100 -0.1 0.2 0.1
H 26.864 -7.546 -2.232 0.4 0.3 0.4
C 26.908 -9.346 0.752 -0.3 0.1 -1.1
C 28.288 -9.595 0.134 0.3 -2.0 1.4
C 28.455 -11.108 -0.290 0.9 1.7 0.3
C 29.768 -11.221 -1.168 0.2 -3.1 2.4
C 29.706 -10.377 -2.349 3.1 1.8 0.4
C 29.663 -8.828 -1.987 -0.3 -1.7 -0.2
N 28.515 -8.761 -1.053 -0.1 -2.9 -0.3
O 27.933 -7.571 -0.892 -0.9 2.3 -0.5
C 29.290 -8.122 -3.275 -1.0 0.9 -1.3
C 30.970 -8.268 -1.367 0.5 -0.7 -0.9
C 29.183 -9.259 1.303 2.1 0.8 0.4
H 26.673 -10.033 1.539 0.1 -0.8 0.2
H 26.208 -9.453 -0.048 -1.0 -0.1 -0.4
H 26.745 -8.373 1.204 0.4 0.3 -0.2
H 27.557 -11.256 -0.876 0.0 -0.6 -0.7
H 28.396 -11.811 0.577 0.3 0.7 -0.6
H 29.803 -12.282 -1.477 -0.3 0.2 -0.3
H 30.772 -11.215 -0.670 -1.0 0.7 0.4
H 28.871 -10.733 -2.803 -2.9 0.1 -1.7
H 30.514 -10.682 -3.049 -0.1 0.8 0.4
H 28.341 -7.113 -0.168 0.5 0.8 0.7
H 28.813 -7.163 -3.162 -0.3 0.5 0.8
H 28.566 -8.614 -3.997 1.5 -0.1 1.2
H 30.133 -7.772 -3.853 0.6 -0.7 -0.3
H 31.762 -8.039 -2.092 -0.3 -0.5 -0.3
H 31.449 -8.850 -0.582 -0.3 -0.4 -0.1
H 30.808 -7.319 -0.946 -0.7 1.4 0.7
H 28.918 -9.591 2.333 -0.4 0.0 -1.0
H 29.110 -8.157 1.293 0.7 -0.1 0.7
H 30.246 -9.582 1.161 -0.8 0.5 0.0
```
Positions in Å, forces in eV/Å.

Calculated values
- charge = 0
- energy above the lowest of the compared OMol25 structures with the same formula, charge and spin (eV) = 1.3518
- maximum force (eV Å⁻¹) = 8.94
- frontier orbital gap (Ha) = 0.1895
- 2S+1 = 1

2.
DFT (ωB97M-V with the def2-TZVPD basis set) results for a structure of composition C5H8O2.

XYZ file:
```
15
Properties=species:S:1:pos:R:3:forces:R:3
O 0.884 -1.211 -1.472 0.1 -0.1 -0.3
C 1.287 0.068 -1.016 0.2 0.4 0.0
C 0.491 0.434 0.219 0.2 0.2 -0.6
C 0.375 -0.575 1.341 0.1 -0.2 -1.3
C -0.966 -0.528 1.257 0.8 0.7 -0.2
O -1.848 -0.943 2.168 1.7 -1.0 1.1
C -1.068 0.351 0.074 -0.2 0.4 -0.2
H 1.342 -1.387 -2.303 -0.1 0.0 0.2
H 2.363 0.084 -0.775 -0.2 -0.1 0.0
H 1.108 0.840 -1.785 0.1 -0.2 0.1
H 0.809 1.433 0.552 -0.1 -0.2 0.0
H 1.100 -1.303 1.682 -0.1 0.3 0.6
H -1.041 -1.188 2.732 -2.6 -0.3 0.6
H -1.351 -0.179 -0.840 0.0 0.1 0.1
H -1.641 1.275 0.174 0.0 0.0 0.0
```
Positions in Å, forces in eV/Å.

Calculated values
- charge = 0
- energy above the lowest of the compared OMol25 structures with the same formula, charge and spin (eV) = 2.6648
- maximum force (eV Å⁻¹) = 2.73
- frontier orbital gap (Ha) = 0.3391
- 2S+1 = 1

3.
DFT (ωB97M-V with the def2-TZVPD basis set) results for a cluster of 2 separate species, C3H5NO3 in total.

XYZ file:
```
12
Properties=species:S:1:pos:R:3:forces:R:3
O -0.228 1.316 0.251 -1.3 -0.6 -0.7
C -1.351 1.223 -0.237 1.1 1.7 0.9
O -1.653 1.539 -1.495 0.4 -0.5 0.0
O -2.464 1.030 0.470 0.4 -0.5 0.1
H -0.793 1.678 -1.933 -0.4 0.0 0.1
H -2.156 0.824 1.372 -0.2 0.1 -0.3
C 1.875 -1.180 0.466 0.1 0.3 0.1
C 0.554 -1.371 -0.134 -1.3 -1.1 -0.8
N -0.455 -1.670 -0.633 1.7 0.7 0.9
H 2.443 -2.115 0.453 -0.2 0.1 -0.1
H 2.444 -0.425 -0.083 -0.2 -0.1 0.1
H 1.784 -0.849 1.504 -0.1 0.0 -0.2
```
Positions in Å, forces in eV/Å.

Calculated values
- SMILES = O=C(O)O.CC#N
- charge = 0
- energy above the lowest of the compared OMol25 structures with the same formula, charge and spin (eV) = 0.7546
- maximum force (eV Å⁻¹) = 2.22
- frontier orbital gap (Ha) = 0.4282
- 2S+1 = 1

4.
DFT (ωB97M-V with the def2-TZVPD basis set) results for a cluster of 9 separate species, C30H81N3O16 in total.

XYZ file:
```
130
Properties=species:S:1:pos:R:3:forces:R:3
C -3.977 -2.810 -5.145 2.5 -0.8 0.3
O -3.141 -3.093 -4.008 -0.8 -0.2 -0.3
C -3.431 -2.200 -2.937 0.2 -2.8 0.4
C -2.679 -2.719 -1.682 -3.0 2.1 -0.1
N -3.180 -1.896 -0.544 1.0 -0.7 -0.1
C -2.412 -2.236 0.660 1.3 -0.9 -1.2
C -3.162 -1.681 1.847 -4.0 -1.0 -7.9
O -2.627 -1.714 2.946 3.9 -1.1 9.4
C -1.627 -0.774 3.160 0.9 0.3 0.9
H -3.862 -3.587 -5.917 0.2 0.3 0.4
H -3.657 -1.858 -5.480 0.2 1.0 -1.0
H -4.976 -2.705 -4.896 -2.3 -0.1 0.8
H -4.503 -2.264 -2.740 -0.3 0.3 0.1
H -3.173 -1.202 -3.182 0.4 1.2 -0.3
H -1.654 -2.602 -1.823 1.8 0.2 0.0
H -2.927 -3.720 -1.436 0.0 -1.4 -0.4
H -4.119 -2.219 -0.357 -0.4 0.1 -0.2
H -1.382 -1.850 0.432 -0.9 -0.2 0.9
H -2.279 -3.359 0.818 -0.2 1.1 -0.3
H -4.102 -2.241 1.835 -0.3 -0.4 0.3
H -3.502 -0.727 1.614 -0.6 2.6 -1.0
H -1.125 -0.972 4.101 -0.1 -0.2 0.2
H -2.008 0.256 3.272 -0.1 -0.2 -0.5
H -0.859 -0.886 2.402 0.0 0.4 -0.3
C 1.028 4.068 1.467 1.0 1.6 0.1
O 1.103 4.153 2.871 -0.2 -0.5 -1.0
C 0.686 2.949 3.442 -0.7 0.1 2.1
C 1.758 1.930 3.691 0.3 -0.9 -0.1
N 1.281 0.587 3.973 -1.4 0.7 -0.8
C 2.284 -0.299 4.444 -0.8 -0.8 1.0
C 1.658 -1.688 4.547 7.1 0.4 -5.1
O 0.741 -1.919 5.357 -5.8 0.0 5.6
C 0.195 -3.179 5.169 -1.3 -0.9 2.0
H 0.980 5.067 1.044 0.1 0.4 0.2
H 0.186 3.574 1.088 -1.8 -1.0 0.0
H 1.869 3.600 1.013 1.0 -0.5 -0.1
H -0.248 2.533 3.028 0.4 0.1 -0.4
H 0.468 3.216 4.463 -0.9 0.3 0.4
H 2.335 2.210 4.553 0.5 0.5 0.3
H 2.392 1.853 2.854 1.4 0.3 -1.3
H 0.985 0.201 3.075 -0.3 0.0 0.2
H 2.579 -0.049 5.466 0.3 0.4 -0.1
H 3.165 -0.339 3.786 0.1 -0.1 0.3
H 2.490 -2.340 4.834 1.0 -0.3 -0.4
H 1.360 -2.054 3.569 0.2 0.2 -1.1
H 0.844 -3.983 4.877 1.2 0.0 -0.5
H -0.587 -3.136 4.433 -0.7 -0.1 -0.2
H -0.137 -3.507 6.175 -0.5 0.2 -0.7
C -1.450 -0.646 -5.921 0.3 -0.7 0.1
O -0.781 -1.428 -4.935 0.4 0.4 -0.3
C -0.061 -0.668 -3.961 -0.3 -1.2 0.3
C 1.110 -1.532 -3.473 0.3 2.5 -1.1
N 1.859 -0.914 -2.385 -0.1 0.1 -0.2
C 3.131 -1.622 -2.150 -1.9 -0.1 1.9
C 3.790 -1.035 -0.882 5.8 1.8 -9.8
O 3.208 -1.223 0.177 -3.0 -2.5 10.4
C 4.054 -1.087 1.402 -1.7 1.1 0.0
H -0.816 0.102 -6.402 0.3 -0.1 0.0
H -2.260 -0.102 -5.455 -0.6 0.2 0.0
H -1.818 -1.351 -6.690 0.1 0.4 0.5
H -0.712 -0.523 -3.082 -0.1 0.5 -0.2
H 0.260 0.269 -4.396 0.2 0.3 0.2
H 1.686 -1.749 -4.352 0.9 0.2 -0.4
H 0.783 -2.445 -3.159 -1.4 -2.8 0.7
H 1.278 -1.094 -1.579 -0.1 0.3 0.5
H 3.692 -1.370 -2.998 1.4 -0.1 -1.1
H 2.921 -2.715 -2.043 0.6 0.5 -0.2
H 3.979 0.035 -1.114 -0.3 -0.1 0.0
H 4.808 -1.455 -0.854 0.3 -0.2 -0.3
H 3.714 -1.693 2.236 -0.5 -0.7 -0.5
H 3.869 -0.063 1.779 0.7 -0.2 -0.6
H 5.083 -1.321 1.200 0.3 0.0 -0.4
O 2.206 3.225 -1.407 2.8 1.2 0.6
C 0.923 3.495 -1.908 0.7 0.6 2.1
C 0.814 2.498 -2.928 -2.7 -0.7 -2.0
O -0.454 2.648 -3.555 -0.1 -0.1 -1.5
H 2.854 3.753 -1.920 -0.5 -0.5 0.5
H 0.275 3.407 -1.030 -0.4 -0.3 -0.5
H 0.835 4.498 -2.254 -0.1 0.9 -0.5
H 0.887 1.531 -2.507 0.4 -1.2 0.5
H 1.593 2.592 -3.689 -0.1 0.1 0.0
H -1.192 2.294 -3.048 0.4 0.3 0.4
O 1.455 -4.706 -1.562 0.5 0.4 -0.9
C 0.620 -3.958 -0.717 -2.3 -0.8 -1.1
C 1.185 -3.966 0.600 2.3 0.2 2.7
O 0.335 -3.376 1.543 -0.8 -1.1 0.8
H 0.942 -4.932 -2.346 0.2 0.0 0.0
H 0.383 -2.889 -0.951 0.4 -0.7 -0.5
H -0.323 -4.523 -0.672 -0.3 0.5 0.1
H 2.070 -3.341 0.579 0.8 -0.1 -0.2
H 1.549 -4.967 0.950 -0.7 0.6 -0.4
H 0.486 -2.433 1.577 0.0 0.5 -0.2
O -4.094 3.506 1.296 0.1 0.8 1.1
C -3.154 2.812 2.122 -1.7 -0.6 -1.4
C -2.905 3.630 3.291 1.1 1.3 1.2
O -2.021 4.736 3.028 -0.7 -0.7 0.0
H -4.184 3.061 0.469 -0.3 -0.6 -0.9
H -3.594 1.884 2.493 0.0 -0.4 -0.2
H -2.306 2.614 1.493 0.9 -0.3 0.1
H -2.450 3.032 4.052 0.6 -0.4 0.6
H -3.848 3.957 3.721 -0.3 0.3 -0.1
H -2.298 4.976 2.143 0.1 0.6 -0.3
O -5.043 1.946 -0.885 -0.1 1.3 0.7
C -4.070 0.983 -1.170 -1.7 -1.6 1.9
C -3.168 1.379 -2.194 1.3 1.5 -1.3
O -2.589 2.604 -1.711 -0.2 0.4 -0.9
H -5.536 2.038 -1.685 -0.9 0.4 -0.7
H -3.546 0.785 -0.211 -0.3 -0.2 -0.8
H -4.634 0.165 -1.553 0.0 -1.6 0.3
H -3.627 1.485 -3.217 0.3 0.1 0.8
H -2.422 0.606 -2.247 0.7 -0.1 -0.2
H -3.350 3.219 -1.672 0.7 -0.2 0.1
C -0.527 0.585 -0.058 -1.5 1.1 -2.3
C 0.801 0.534 0.438 2.4 -0.7 1.1
O 0.901 -0.831 0.875 0.9 -0.1 0.4
H -0.658 1.589 -0.406 -0.7 0.7 -0.6
H -1.124 0.477 0.792 -1.7 -0.5 0.9
H -0.756 -0.141 -0.874 0.2 0.5 0.7
H 0.936 1.224 1.289 -0.1 -0.2 -0.2
H 1.557 0.859 -0.286 0.2 -0.6 0.0
H 1.815 -1.171 0.708 -0.6 0.6 -0.1
C 5.990 1.479 -0.107 1.9 -2.9 1.0
C 5.234 2.447 0.631 -1.4 2.0 0.0
O 3.829 2.130 0.606 0.9 0.0 0.8
H 7.057 1.686 -0.252 -0.2 0.3 0.2
H 5.568 1.280 -1.050 -0.5 -0.3 -1.2
H 5.905 0.594 0.565 0.4 -0.1 -1.2
H 5.489 3.405 0.188 -0.7 0.8 0.2
H 5.550 2.458 1.658 -0.1 0.2 0.6
H 3.401 2.414 -0.204 -0.1 0.2 -0.3
```
Positions in Å, forces in eV/Å.

Calculated values
- SMILES = COCCNCCOC.COCCNCCOC.COCCNCCOC.OCCO.OCCO.OCCO.OCCO.CCO.CCO
- charge = 0
- energy above the lowest of the compared OMol25 structures with the same formula, charge and spin (eV) = 0.2981
- maximum force (eV Å⁻¹) = 11.52
- frontier orbital gap (Ha) = 0.3272
- 2S+1 = 1

5.
DFT (ωB97M-V with the def2-TZVPD basis set) results for a structure of composition C25H23F2N4ORhSe2.

XYZ file:
```
58
Properties=species:S:1:pos:R:3:forces:R:3
Rh 0.110 -0.438 0.084 -2.1 -1.1 -1.5
Se 1.234 -1.009 -2.605 2.0 -1.9 1.2
Se 2.771 -2.712 -1.113 -1.2 1.4 -1.7
C 3.209 -1.247 0.011 0.1 0.2 0.1
C 4.543 -0.916 0.210 0.0 -0.1 -0.1
C 4.864 0.152 1.031 0.0 -0.1 0.1
C 3.844 0.806 1.705 0.1 0.0 0.0
C 2.543 0.405 1.475 0.1 0.0 0.0
N 2.220 -0.565 0.603 0.2 0.4 0.6
C -0.323 -2.060 -2.404 -0.3 -0.2 0.0
C -0.655 -3.066 -3.294 -0.1 0.1 0.1
C -1.849 -3.748 -3.100 0.0 0.0 0.0
C -2.665 -3.385 -2.041 0.1 0.0 -0.1
C -2.243 -2.389 -1.176 -0.2 0.1 0.3
N -1.091 -1.746 -1.351 0.9 0.8 0.7
H 5.309 -1.486 -0.297 0.0 0.0 0.0
H 5.894 0.453 1.162 0.0 0.0 0.0
H 4.054 1.604 2.402 0.0 0.0 0.0
H 1.724 0.863 2.019 0.0 0.1 -0.1
H 0.018 -3.302 -4.106 0.0 0.0 0.0
H -2.138 -4.545 -3.772 0.0 0.0 0.0
H -3.621 -3.864 -1.886 0.0 0.0 0.1
H -2.847 -2.102 -0.325 0.1 0.0 0.0
F 0.513 -5.060 2.760 0.0 0.0 0.0
C -0.056 -3.865 2.658 -0.1 0.2 -0.1
C 0.295 -3.053 1.587 0.2 -0.1 -0.2
C -0.287 -1.811 1.473 0.0 0.0 0.1
C -1.257 -1.389 2.400 0.1 0.1 0.0
C -1.569 -2.240 3.459 0.1 0.0 -0.1
F -2.484 -1.874 4.360 0.0 0.0 0.0
C -0.975 -3.474 3.610 0.0 -0.2 0.2
C -1.931 -0.135 2.086 -0.2 -0.1 0.1
C -2.841 0.549 2.887 -0.1 0.1 0.0
C -3.482 1.667 2.384 0.1 -0.1 0.0
C -3.217 2.085 1.084 -0.1 -0.1 0.1
C -2.275 1.398 0.354 0.0 0.1 -0.2
N -1.635 0.331 0.849 0.6 0.0 0.2
H 1.003 -3.431 0.864 0.1 0.0 0.0
H -1.234 -4.117 4.439 0.0 0.0 0.0
H -3.037 0.210 3.891 0.0 -0.1 0.0
H -4.202 2.195 2.996 0.0 0.0 0.0
H -3.734 2.926 0.645 0.0 0.0 0.0
H -2.030 1.682 -0.660 0.1 0.0 0.0
C 0.830 4.801 -2.224 0.0 0.1 0.1
N 0.606 3.355 -2.281 0.0 0.0 -0.1
C 0.364 2.723 -3.576 0.0 -0.1 0.0
C 0.570 2.607 -1.187 0.0 0.0 0.2
C 0.760 3.281 0.143 0.0 -0.1 0.0
O 0.384 1.367 -1.276 -0.2 0.2 0.1
H 0.970 5.179 -3.231 0.0 0.0 0.0
H 1.721 5.041 -1.646 0.0 0.0 0.0
H -0.024 5.318 -1.783 0.0 0.0 0.0
H 0.397 3.477 -4.354 0.0 0.0 0.0
H -0.613 2.239 -3.588 0.0 0.0 0.0
H 1.125 1.970 -3.785 0.0 0.0 0.0
H 0.153 4.181 0.221 0.1 0.0 0.0
H 1.808 3.559 0.269 0.0 0.1 0.0
H 0.476 2.603 0.944 0.0 0.0 0.0
```
Positions in Å, forces in eV/Å.

Calculated values
- charge = +2
- energy above the lowest of the compared OMol25 structures with the same formula, charge and spin (eV) = 1.2586
- maximum force (eV Å⁻¹) = 3.00
- frontier orbital gap (alpha / beta) (Ha) = 0.2310 / 0.2371
- 2S+1 = 1